{
  "formula": "C7H6ClNO2",
  "method": "ωB97M-V/def2-TZVPD",
  "multiplicity": 1,
  "smiles": "O=[N+]([O-])c1ccccc1CCl",
  "e_above_lowest_kcal_mol": 133.57,
  "gap_ev": 8.78,
  "lumo_ev": -1.1,
  "total_charge": 0,
  "symbols": ["H", "H", "O", "H", "Cl", "C", "O", "C", "H", "C", "C", "H", "H", "N", "C", "C", "C"],
  "positions_angstrom": [[-1.595410, -0.187668, 1.694669], [2.364858, 1.421510, -0.624715], [0.953208, 2.793572, 0.237294], [-1.317138, -2.012952, 1.202611], [-2.817772, -0.640191, -0.446359], [2.861336, -0.800915, -0.209715], [-1.146273, 1.904444, 0.010793], [2.084092, 0.435529, -0.428006], [0.146956, -2.859190, 0.211086], [-0.027687, -0.741504, 0.271882], [0.735217, 0.500213, -0.096398], [3.797546, -0.914608, -0.502979], [2.748457, -2.904592, -0.012209], [0.147955, 1.893032, 0.076936], [-1.317585, -0.890390, 0.856712], [2.056189, -1.973621, 0.026754], [0.652721, -1.945080, 0.094835]],
  "forces_ev_per_a": [[0.4, -0.8, -1.1], [1.8, 1.1, -0.6], [-1.8, -0.3, -0.1], [-1.0, 2.4, -0.5], [1.8, -0.6, 1.5], [-8.1, 1.1, 0.0], [4.6, 1.0, 0.6], [-0.5, -2.5, 1.7], [-0.7, -1.0, 0.2], [3.0, 2.3, -2.1], [-0.9, -2.5, 1.3], [4.3, -0.2, -0.8], [-2.0, 1.2, 0.3], [-2.5, -2.0, -0.7], [-3.5, -1.1, 0.9], [3.1, 0.5, -1.4], [2.2, 1.3, 0.7]],
  "lowdin_charge": [0.10, 0.08, 0.08, 0.11, 0.38, 0.00, 0.01, 0.02, 0.10, -0.25, -0.05, 0.04, 0.14, -0.29, -0.38, -0.05, -0.05]
}

=====

{
  "formula": "C7H6ClNO3S2",
  "method": "ωB97M-V/def2-TZVPD",
  "multiplicity": 1,
  "e_above_lowest_kcal_mol": 41.58,
  "gap_ev": 8.95,
  "lumo_ev": 0.0,
  "total_charge": 0,
  "symbols": ["C", "S", "C", "H", "H", "S", "Cl", "C", "H", "N", "H", "C", "O", "C", "C", "H", "O", "C", "H", "O"],
  "positions_angstrom": [[-1.500002, 0.650461, 0.284666], [-1.332702, -1.730058, 1.772522], [-0.202171, -0.729755, 0.705158], [-1.109612, 1.650959, 0.412459], [-2.280684, 0.365435, 0.898744], [-0.118601, -1.685216, -0.824006], [-0.008842, -3.114678, 2.400410], [-1.964975, 0.239896, -1.064001], [-1.650314, -1.275323, -2.603934], [1.305726, -0.116216, 2.562198], [2.532751, -1.508370, -0.153066], [2.388551, -0.882798, 0.692823], [-1.648106, -1.139208, 3.030320], [-1.462194, -0.870840, -1.608392], [3.284404, -0.765793, 1.689585], [-2.996583, 0.447198, -1.469858], [-2.314367, -2.481520, 1.065663], [1.101320, -0.490232, 1.290711], [4.327016, -1.165310, 1.715163], [2.689229, -0.273312, 2.810493]],
  "forces_ev_per_a": [[2.7, -2.2, -1.0], [0.8, -1.3, 1.9], [-4.1, 1.6, -1.6], [0.1, 0.0, 0.2], [-1.4, 0.2, 2.0], [0.3, 0.4, -0.2], [0.8, -1.0, -0.1], [-1.2, -1.4, -1.1], [-0.6, 0.1, 0.4], [0.5, -0.2, -1.5], [0.1, 0.2, -0.8], [-1.3, -0.3, 1.1], [-0.5, 1.3, -0.5], [1.0, 0.4, -0.3], [0.0, -0.3, 0.4], [1.3, 0.8, 0.5], [-0.2, 0.9, -0.7], [3.2, 0.2, 1.9], [-1.1, 0.9, 0.4], [-0.6, -0.1, -1.0]],
  "lowdin_charge": [-0.02, 0.29, -0.59, 0.11, 0.05, 0.96, 0.45, -0.20, 0.08, 0.14, 0.08, -0.04, -0.34, -0.40, -0.10, 0.14, -0.34, -0.38, 0.15, -0.03]
}

=====

{
  "formula": "C7H6F2",
  "method": "ωB97M-V/def2-TZVPD",
  "multiplicity": 1,
  "smiles": "FC(F)=CC1C=CC=C1",
  "e_above_lowest_kcal_mol": 0.00,
  "gap_ev": 9.68,
  "lumo_ev": 0.8,
  "total_charge": 0,
  "symbols": ["C", "C", "C", "H", "H", "C", "C", "C", "F", "F", "H", "H", "H", "H", "C"],
  "positions_angstrom": [[-3.309684, -0.129163, -0.057190], [0.169682, -1.004918, 0.579080], [-0.087023, 1.175318, -0.273637], [-1.871891, -1.293374, -1.146545], [-0.623161, 2.193260, -0.409555], [-2.077705, -0.516051, -0.335240], [1.353148, -0.561064, 0.174998], [-0.833718, 0.097697, 0.425435], [-4.417367, -0.455291, -0.744114], [-3.504658, 0.803176, 0.883756], [-1.349115, 0.555429, 1.331152], [2.245202, -0.987333, 0.209151], [2.025064, 1.317528, -0.882257], [-0.212541, -1.997294, 0.899107], [1.197402, 0.832907, -0.291806]],
  "forces_ev_per_a": [[0.7, 0.4, -0.7], [-1.2, -0.6, 1.1], [-1.6, 2.4, 0.6], [-0.5, 1.3, 1.2], [1.3, -1.9, -0.3], [1.2, -0.6, -1.0], [-3.1, 2.3, 0.0], [-2.9, -0.9, -0.2], [0.7, 0.3, 1.1], [-1.0, -0.4, -0.4], [1.3, -0.8, -0.5], [3.6, -2.2, 0.0], [-0.9, -0.1, 1.2], [0.9, 0.8, -0.1], [1.5, 0.0, -2.0]],
  "lowdin_charge": [-0.36, -0.07, -0.08, 0.15, 0.15, 0.02, -0.07, -0.31, 0.11, 0.10, 0.17, 0.05, 0.12, 0.13, -0.09]
}

=====

{
  "formula": "C7H6FN4",
  "method": "ωB97M-V/def2-TZVPD",
  "multiplicity": 1,
  "e_above_lowest_kcal_mol": 24.80,
  "gap_ev": 8.54,
  "lumo_ev": 3.7,
  "total_charge": -1,
  "symbols": ["H", "C", "N", "H", "N", "N", "C", "C", "H", "N", "H", "F", "H", "C", "C", "C", "C", "H"],
  "positions_angstrom": [[-2.128428, 0.798244, 2.027121], [0.756393, 0.671256, -0.183517], [1.471002, -1.665925, -0.819469], [-2.917934, -0.378012, 0.404847], [2.353639, -2.279209, 1.040189], [2.066355, -2.631584, -0.144205], [-2.045479, 0.031281, 0.121905], [-0.221180, 0.749175, -1.396315], [-1.725897, -0.525483, -1.979057], [1.994763, -1.023751, 1.283330], [0.310464, 0.386805, -2.277731], [1.609306, 1.754039, -0.166025], [0.629691, 1.398780, 1.878216], [-0.164612, 0.980341, 1.290675], [1.428491, -0.614686, 0.102852], [-1.457223, 0.688074, 1.285561], [-1.430968, -0.059760, -1.077928], [-0.528381, 1.720417, -1.390450]],
  "forces_ev_per_a": [[-1.8, 0.6, 3.0], [-3.0, 0.0, 3.0], [-0.2, 2.3, 1.4], [-3.2, -1.9, 0.0], [0.8, 0.3, 2.0], [-0.4, -1.1, -1.9], [3.2, 0.9, -1.7], [2.6, -3.0, 2.3], [-1.3, -1.0, -0.3], [-1.1, 1.1, -1.6], [-0.3, 0.3, -0.1], [0.7, 0.4, -0.5], [-0.6, 0.2, 1.2], [1.9, -0.5, -3.9], [0.9, -2.6, -0.8], [2.6, 0.0, -2.4], [-0.3, 0.7, 0.9], [-0.6, 3.1, -0.7]],
  "lowdin_charge": [0.05, -0.36, -0.01, 0.05, -0.18, -0.18, -0.09, -0.12, 0.08, -0.01, 0.11, -0.02, 0.08, 0.06, -0.37, -0.12, -0.08, 0.08]
}

=====

{
  "formula": "C7H6FNO2",
  "method": "ωB97M-V/def2-TZVPD",
  "multiplicity": 1,
  "e_above_lowest_kcal_mol": 94.75,
  "gap_ev": 8.61,
  "lumo_ev": -0.5,
  "total_charge": 0,
  "symbols": ["C", "H", "N", "O", "C", "O", "H", "H", "F", "H", "C", "C", "H", "H", "C", "C", "C"],
  "positions_angstrom": [[-0.445399, -0.524494, -0.355147], [0.423405, -1.070487, -0.746927], [2.495830, -1.124661, 0.676964], [-3.772174, -0.635343, 0.598057], [1.312930, 1.058243, 0.203530], [-2.864471, 1.194088, -0.187358], [-0.771429, 1.422099, 0.617970], [-2.104993, 1.502166, -0.716242], [3.611032, 0.825155, -0.154592], [1.548715, 2.195831, 0.366304], [-1.716994, -0.897259, -0.543007], [-2.879284, -0.108044, -0.005258], [-1.934273, -1.898081, -0.941916], [2.399606, -1.672909, 1.587887], [2.317842, -1.193956, -0.636605], [2.440678, 0.145032, 0.080231], [-0.061016, 0.782623, 0.156101]],
  "forces_ev_per_a": [[-0.4, 0.7, -0.5], [-1.0, -0.4, 0.1], [-0.2, -0.4, 0.0], [-0.1, 0.0, -0.1], [-3.0, 3.2, 0.9], [0.0, 1.8, -0.5], [-0.2, 0.8, 0.0], [-0.5, -0.4, 0.1], [0.0, -0.3, 0.6], [0.0, -2.5, 0.1], [0.2, -0.8, 0.1], [0.3, -1.8, 0.1], [-0.1, 0.6, 0.2], [0.3, 1.1, -1.7], [0.6, -0.6, 1.6], [-0.2, 0.0, -1.1], [4.2, -1.2, 0.2]],
  "lowdin_charge": [-0.10, 0.05, 0.10, 0.12, 0.01, 0.11, 0.09, 0.11, 0.04, 0.15, 0.02, -0.56, 0.13, 0.19, 0.13, -0.55, -0.07]
}

=====

{
  "formula": "C7H6N2OS2",
  "method": "ωB97M-V/def2-TZVPD",
  "multiplicity": 1,
  "smiles": "C=C(C#N)Cn1c(O)csc1=S",
  "e_above_lowest_kcal_mol": 27.65,
  "gap_ev": 8.17,
  "lumo_ev": 0.2,
  "total_charge": 0,
  "symbols": ["H", "C", "C", "C", "H", "H", "N", "S", "C", "C", "C", "C", "H", "N", "S", "H", "H", "O"],
  "positions_angstrom": [[-1.059603, -1.079089, -0.817157], [1.736685, 1.902978, -1.955618], [-2.252787, 0.118344, 1.291533], [1.528444, 0.840739, -1.087560], [3.169819, 0.744750, -0.122038], [-2.988593, -0.135840, 0.594198], [0.471198, 0.894074, 3.105675], [0.304903, 2.354347, -2.796201], [-0.213321, -0.600639, -0.227400], [-0.060857, 0.516292, 2.155048], [-0.998430, -0.013143, 1.160718], [-0.607164, 1.197846, -1.767321], [2.795993, 1.984953, -2.281410], [0.201137, 0.507015, -0.956198], [-2.173714, 0.708534, -1.952127], [-2.501480, 0.546483, 2.321888], [0.622580, -1.269934, 0.082425], [2.451661, 0.231314, -0.362673]],
  "forces_ev_per_a": [[1.3, 0.1, 0.7], [1.9, -2.5, 0.8], [-2.7, 1.4, 3.7], [0.4, 3.5, -1.7], [2.0, 1.9, 0.5], [-0.8, -0.5, -0.8], [0.3, 0.0, -0.6], [-0.8, -0.8, 1.3], [-3.2, -1.1, 3.2], [-1.1, -0.4, 0.5], [6.4, -1.2, -3.1], [-1.1, 0.0, -1.8], [-1.1, 0.8, 0.0], [2.5, 0.7, -0.3], [-0.5, 0.9, -0.5], [-0.4, -0.5, -1.7], [-0.7, 0.7, -0.5], [-2.2, -2.9, 0.0]],
  "lowdin_charge": [0.09, -0.37, 0.04, -0.42, 0.09, 0.03, 0.15, 0.99, -0.10, -0.19, -0.25, -1.02, 0.10, -0.16, 0.64, 0.12, 0.14, 0.13]
}

=====

{
  "formula": "C7H6N3",
  "method": "ωB97M-V/def2-TZVPD",
  "multiplicity": 1,
  "smiles": "C#C/N=C\\N(C)C#C[N+]#C",
  "e_above_lowest_kcal_mol": 108.91,
  "gap_ev": 7.49,
  "lumo_ev": -5.2,
  "total_charge": 1,
  "symbols": ["H", "N", "H", "C", "N", "C", "C", "C", "H", "C", "H", "C", "N", "H", "H", "C"],
  "positions_angstrom": [[2.308427, -2.795895, -0.051807], [-0.158862, -1.070879, 1.829018], [-0.949175, 2.901219, 0.009335], [1.490356, -1.341871, -3.081524], [0.911452, -0.625326, -2.373584], [-1.356020, 2.223375, 0.756625], [-0.177018, 0.529541, -0.465805], [1.554602, -2.226759, 0.400481], [-1.137390, 2.625172, 1.744364], [0.731877, -1.627056, 1.054545], [1.894053, -1.958268, -3.837711], [-0.802378, -0.002456, 1.709390], [-0.740541, 0.913652, 0.628248], [-1.478975, 0.285302, 2.502298], [-2.438469, 2.153762, 0.626146], [0.348061, 0.016487, -1.450019]],
  "forces_ev_per_a": [[0.5, -0.4, -0.3], [-0.7, 0.2, 0.8], [0.0, -0.1, 0.0], [-1.2, 1.6, 1.2], [1.9, -2.2, -2.2], [-0.5, 0.8, 0.1], [1.0, -1.0, -2.0], [-0.8, 0.6, 0.8], [0.0, 0.0, 0.0], [1.3, -0.8, -1.2], [0.3, -0.4, -0.4], [0.0, 0.0, 0.2], [0.1, -0.3, 0.5], [-0.1, 0.3, 0.0], [0.1, 0.0, 0.0], [-1.8, 2.0, 2.5]],
  "lowdin_charge": [0.03, 0.12, 0.11, 0.34, 0.11, 0.01, 0.05, 0.14, 0.11, -0.22, 0.13, -0.08, -0.08, 0.15, 0.11, 0.00]
}

=====

{
  "formula": "C7H6NO2S",
  "method": "ωB97M-V/def2-TZVPD",
  "multiplicity": 3,
  "e_above_lowest_kcal_mol": 0.00,
  "gap_ev": [4.39, 7.33],
  "lumo_ev": [3.6, 2.6],
  "total_charge": -1,
  "symbols": ["H", "C", "H", "S", "C", "O", "C", "C", "C", "N", "H", "H", "C", "O", "H", "C", "H"],
  "positions_angstrom": [[-3.213557, -1.970850, -1.864859], [-0.473813, -0.250015, -1.495942], [0.253548, -1.258532, 1.758789], [2.041809, 0.699446, 2.491234], [-2.313377, -1.547277, -1.412449], [2.677193, 2.753034, 0.693279], [0.301617, -0.640343, 0.829772], [-1.568066, -0.668773, -2.232878], [2.751954, 2.676640, 1.860162], [-0.609305, -0.776424, -0.221093], [-1.860736, -0.401150, -3.214341], [-2.021688, -2.312192, 0.617039], [-1.683973, -1.629647, -0.212370], [2.957017, 3.196258, 2.860237], [0.415645, 0.377870, -1.723496], [1.143116, 0.501476, 1.060401], [1.202616, 1.250479, 0.206516]],
  "forces_ev_per_a": [[0.2, -0.3, 1.0], [0.4, 1.1, -0.1], [-0.8, 0.0, -1.3], [-0.7, -0.7, -1.0], [-0.5, 0.4, -1.8], [0.2, 0.1, -2.2], [-0.7, -1.8, 1.2], [0.7, 0.0, 0.8], [-0.9, -1.5, -2.0], [1.5, -0.7, 1.2], [0.1, 0.3, -0.7], [1.0, 1.3, -0.7], [-1.6, -1.5, 1.3], [1.3, 2.6, 4.4], [-1.1, -0.6, 0.2], [0.7, 2.3, -2.0], [0.2, -0.9, 1.6]],
  "lowdin_charge": [0.09, -0.10, 0.09, 0.73, -0.15, 0.03, -0.19, -0.14, -0.86, -0.12, 0.07, 0.12, -0.14, 0.03, 0.12, -0.63, 0.05]
}

=====

{
  "formula": "C7H6O",
  "method": "ωB97M-V/def2-TZVPD",
  "multiplicity": 1,
  "smiles": "C=C1C=CC(=C)C1=O",
  "e_above_lowest_kcal_mol": 49.33,
  "gap_ev": 8.77,
  "lumo_ev": -0.2,
  "total_charge": 0,
  "symbols": ["H", "C", "C", "H", "H", "C", "O", "H", "C", "H", "C", "C", "C", "H"],
  "positions_angstrom": [[-2.989169, 1.216069, 0.256063], [-1.212907, -0.102128, -0.178747], [0.626532, -1.566108, -0.128671], [-1.348671, -2.392647, -0.258756], [-3.325583, -0.534691, 0.730052], [1.136307, -0.202829, -0.068074], [0.128713, 2.025225, -0.089759], [2.692511, 1.252620, 0.285330], [0.080625, 0.844936, -0.254726], [1.338817, -2.436306, -0.287146], [-0.665583, -1.523879, 0.056234], [2.394900, 0.172140, 0.269185], [-2.466947, 0.266219, 0.210974], [3.244830, -0.636954, 0.555479]],
  "forces_ev_per_a": [[0.9, 0.4, -0.5], [-0.9, 0.2, 2.2], [2.6, -0.4, 0.3], [0.9, 1.2, 1.3], [3.0, 1.8, -1.8], [3.4, 1.2, 0.1], [0.2, 0.3, -0.7], [-0.4, -1.2, 0.1], [-2.1, -2.4, 1.2], [-1.3, 1.1, 0.4], [-3.8, -0.5, -3.2], [1.3, -1.2, 0.2], [-1.6, -2.7, 1.3], [-2.2, 2.1, -0.8]],
  "lowdin_charge": [0.04, -0.19, -0.09, 0.14, 0.14, -0.28, 0.12, 0.08, -0.31, 0.14, -0.07, 0.09, 0.06, 0.12]
}

=====

{
  "formula": "C7H6O2",
  "method": "ωB97M-V/def2-TZVPD",
  "multiplicity": 1,
  "e_above_lowest_kcal_mol": 131.73,
  "gap_ev": 8.21,
  "lumo_ev": 0.5,
  "total_charge": 0,
  "symbols": ["C", "C", "H", "H", "O", "H", "C", "H", "C", "C", "C", "H", "C", "H", "O"],
  "positions_angstrom": [[1.040005, -0.420186, -1.410903], [-0.341702, 0.357074, 2.031432], [-1.365651, -0.030836, 2.032809], [-0.277983, 1.243002, 2.661319], [0.017317, 0.761802, 0.715993], [0.320865, 1.918371, -3.606722], [1.903243, 1.490559, -2.060247], [1.122210, -2.400577, -0.017664], [0.704693, 1.228530, -2.880026], [0.194248, 0.044561, -2.510368], [0.509387, -0.181643, -0.045594], [0.337158, -0.413843, 2.402870], [0.871102, -1.414425, -0.307712], [-0.685109, -0.484095, -2.826412], [2.187476, 0.433301, -1.404373]],
  "forces_ev_per_a": [[-1.3, 0.0, 1.7], [-0.2, -0.2, 0.5], [0.1, 0.1, 0.0], [0.0, -0.1, -0.1], [0.3, 0.1, -0.7], [0.0, 0.1, -0.1], [0.9, 2.4, -1.7], [0.1, -0.6, 0.1], [0.0, -0.6, 0.1], [0.5, 0.3, -0.2], [-0.7, -2.2, 0.3], [0.0, 0.1, -0.1], [-0.1, 1.2, -0.1], [-0.2, 0.0, 0.0], [0.6, -0.5, 0.1]],
  "lowdin_charge": [-0.34, -0.03, 0.10, 0.10, 0.00, 0.09, -0.07, 0.09, -0.07, 0.02, -0.24, 0.10, 0.15, 0.12, -0.01]
}

=====

| no. | E (eV) |
| --- | --- |
| 1 | -25458.710 |
| 2 | -49176.988 |
| 3 | -12788.546 |
| 4 | -16032.186 |
| 5 | -15653.870 |
| 6 | -34051.817 |
| 7 | -11812.680 |
| 8 | -23774.570 |
| 9 | -9400.081 |
| 10 | -11444.532 |